(1)
C4H2BiFLiO4 as an isolated structure. Source: the Open Molecules 2025 dataset; level of theory: the ωB97M-V functional and the def2-TZVPD basis.

Structure (XYZ):
```
13
Properties=species:S:1:pos:R:3:forces:R:3
O -3.399670 3.019786 -1.533886 1.4 -0.9 0.2
C -4.356223 3.625408 -1.783676 -2.3 1.6 -0.3
O -5.311212 4.245996 -1.997424 1.2 -0.8 0.1
O 2.213763 -2.325978 0.327841 0.3 0.5 1.0
C 2.748789 -1.526792 1.191012 -0.4 -1.7 -1.4
C 1.103104 -1.691939 -0.383306 -0.2 0.0 -1.0
O 2.166897 -0.336889 1.088516 -0.9 2.3 0.6
C 0.867424 -0.441080 0.429974 0.4 -2.7 1.8
Li 2.057312 -1.404189 3.445800 0.4 -0.3 0.7
H 0.248807 -2.375787 -0.386106 0.1 0.0 0.0
H 1.446657 -1.473756 -1.400049 0.0 -0.2 -0.1
F -0.020526 -0.751658 1.492680 0.5 1.0 -1.1
Bi 0.234879 1.436879 -0.491376 -0.5 1.1 -0.5
```
Positions in Å, forces in eV/Å.

Values from the calculation:
total charge = +3
Kohn-Sham gap (alpha / beta) = 2.9 / 2.9 eV
energy = -21094.2168 eV
energy relative to the best compared isomer or geometry (same formula, charge and spin) = 18.2 kcal per mole
HOMO level (alpha / beta) = -0.7592 / -0.7593 Eh

For reference, the natural (NBO) charges in units of e are:
1. O -0.589
2. C 1.048
3. O -0.376
4. O -0.366
5. C 0.550
6. C -0.200
7. O -0.535
8. C -0.028
9. Li 0.983
10. H 0.313
11. H 0.264
12. F -0.331
13. Bi 2.266


(2)
A 2-piece molecular cluster, C4H2BrIN2 overall. Source: the Open Molecules 2025 dataset; level of theory: the ωB97M-V functional and the def2-TZVPD basis.

Structure (XYZ):
```
10
Properties=species:S:1:pos:R:3:forces:R:3
C 2.267811 -0.483711 -0.212500 4.0 -3.2 1.0
C -3.254452 -0.183779 -0.250070 3.0 1.5 3.4
C 3.206287 -1.270815 0.054349 -2.7 1.6 -1.3
C 0.584340 1.291155 -0.156506 3.6 -1.8 -0.6
N 1.500534 0.517379 -0.256889 -4.8 3.6 0.6
N -2.446902 0.110188 0.519464 -2.4 -1.5 -2.6
Br 4.317070 -2.623600 0.048722 0.2 0.1 0.2
I -0.324464 3.049293 -0.107586 0.0 -0.1 0.0
H -4.119871 -0.263005 -0.790322 -2.0 -0.4 -1.8
H -1.730353 -0.143101 1.151335 1.0 0.1 1.1
```
Positions in Å, forces in eV/Å.

Values from the calculation:
total charge = +2
Kohn-Sham gap = 7.3 eV
energy = -85279.2017 eV
energy relative to the best compared isomer or geometry (same formula, charge and spin) = 8.8 kcal per mole
HOMO level = -0.6119 Eh

For reference, the natural (NBO) charges in units of e are:
1. C 0.002
2. C 0.577
3. C 0.032
4. C 0.170
5. N -0.245
6. N -0.384
7. Br 0.463
8. I 0.584
9. H 0.302
10. H 0.500


(3)
A single C4H2Cl2 molecule. Source: the Open Molecules 2025 dataset; level of theory: the ωB97M-V functional and the def2-TZVPD basis.

Structure (XYZ):
```
8
Properties=species:S:1:pos:R:3:forces:R:3
C -1.754539 0.356367 1.567111 2.0 -1.1 -1.9
C -0.965488 -0.150255 0.746618 -2.9 2.0 3.2
C 0.176808 -0.514600 0.012716 2.1 1.5 -1.9
Cl 0.438185 -2.316874 -0.057518 0.3 2.0 0.0
C 1.016304 0.471189 -0.595235 -4.3 -1.8 2.4
Cl 0.119894 2.196866 -0.640898 2.4 -2.8 -0.1
H -2.359845 0.888816 2.320965 0.6 -0.8 -1.0
H 2.033990 0.175126 -0.835151 -0.1 1.0 -0.6
```
Positions in Å, forces in eV/Å.

Values from the calculation:
total charge = 0
Kohn-Sham gap = 9.0 eV
energy = -29221.2239 eV
structure (SMILES) = C#C/C(Cl)=C\Cl
energy relative to the best compared isomer or geometry (same formula, charge and spin) = 32.9 kcal per mole
HOMO level = -0.3426 Eh

For reference, the natural (NBO) charges in units of e are:
1. C -0.139
2. C -0.097
3. C -0.097
4. Cl 0.009
5. C -0.130
6. Cl -0.049
7. H 0.257
8. H 0.245


(4)
C4H2Cl2IN as an isolated structure. Source: the Open Molecules 2025 dataset; level of theory: the ωB97M-V functional and the def2-TZVPD basis.

Structure (XYZ):
```
10
Properties=species:S:1:pos:R:3:forces:R:3
C -0.107121 0.667385 0.540266 -0.4 2.0 -1.9
C 0.258578 -0.733602 0.498620 -1.1 -1.7 1.5
C -0.223543 1.507302 -0.573039 -0.4 -1.6 3.7
C 0.428618 0.996530 -1.645309 1.3 0.3 -2.8
N -0.620289 -1.533900 0.958672 -0.3 0.6 0.1
Cl -0.536905 3.168714 -0.377924 -0.2 0.4 -0.1
Cl 0.051285 -0.594773 -1.977848 -0.1 -0.4 -1.3
I -0.284821 -3.527263 0.876852 0.3 -0.1 0.0
H -0.199814 1.125912 1.484052 0.0 0.4 1.2
H 1.234010 -1.076305 0.215658 0.7 0.1 -0.4
```
Positions in Å, forces in eV/Å.

Values from the calculation:
total charge = 0
Kohn-Sham gap (alpha / beta) = 7.4 / 7.4 eV
energy = -38810.4583 eV
energy relative to the best compared isomer or geometry (same formula, charge and spin) = 91.7 kcal per mole
HOMO level (alpha / beta) = -0.3252 / -0.3251 Eh

For reference, the natural (NBO) charges in units of e are:
1. C -0.110
2. C 0.014
3. C -0.208
4. C -0.049
5. N -0.560
6. Cl 0.078
7. Cl 0.121
8. I 0.275
9. H 0.238
10. H 0.201


(5)
A single C4H2Cl2IN molecule. Source: the Open Molecules 2025 dataset; level of theory: the ωB97M-V functional and the def2-TZVPD basis.

Structure (XYZ):
```
10
Properties=species:S:1:pos:R:3:forces:R:3
C 0.337525 0.823412 -0.076273 -0.3 -0.3 -0.1
C -0.815430 0.085534 0.099222 1.0 -0.2 0.0
C 0.199303 2.163343 -0.386027 -2.7 -0.3 0.0
C -2.032682 2.046663 0.250448 2.7 0.3 -0.6
N -1.984932 0.784009 0.201673 -1.2 -0.5 0.2
Cl 1.151256 3.422813 0.090406 0.7 0.4 0.3
Cl -3.328213 3.011420 -0.080658 -0.5 0.2 0.0
I -3.812924 -0.575419 -0.002208 0.4 0.3 0.0
H 1.295116 0.322445 -0.162368 0.0 0.0 0.2
H -0.866139 -0.986803 0.157048 0.0 0.0 0.0
```
Positions in Å, forces in eV/Å.

Values from the calculation:
total charge = 0
Kohn-Sham gap (alpha / beta) = 6.1 / 5.5 eV
energy = -38810.3587 eV
energy relative to the best compared isomer or geometry (same formula, charge and spin) = 94.0 kcal per mole
HOMO level (alpha / beta) = -0.2885 / -0.2773 Eh

For reference, the natural (NBO) charges in units of e are:
1. C -0.369
2. C -0.047
3. C -0.060
4. C 0.139
5. N -0.434
6. Cl 0.103
7. Cl 0.120
8. I 0.071
9. H 0.248
10. H 0.228


(6)
A single C4H2Cl2O2 molecule. Source: the Open Molecules 2025 dataset; level of theory: the ωB97M-V functional and the def2-TZVPD basis.

Structure (XYZ):
```
10
Properties=species:S:1:pos:R:3:forces:R:3
O 0.846624 -1.383642 2.178746 -5.1 4.0 -2.0
C 0.001966 -0.652771 1.547395 5.3 -3.5 -0.3
O -0.602966 0.504451 1.904562 0.5 -0.5 0.9
C -0.855355 1.228489 0.763937 0.3 -0.5 -1.9
C -0.719658 0.590921 -0.410426 0.7 -1.4 2.2
Cl -0.869754 1.482363 -1.849689 0.1 -0.5 -0.5
C -0.162897 -0.864093 -0.056551 -1.4 0.0 1.2
Cl 1.476257 -1.203978 -0.765020 -1.4 0.2 0.3
H -0.953955 2.295156 0.813116 -0.4 0.2 0.7
H -0.890198 -1.809459 -0.095634 1.6 2.2 -0.7
```
Positions in Å, forces in eV/Å.

Values from the calculation:
total charge = 0
Kohn-Sham gap = 9.8 eV
energy = -33318.2260 eV
structure (SMILES) = O=C1OC=C(Cl)[C@H]1Cl
energy relative to the best compared isomer or geometry (same formula, charge and spin) = 32.5 kcal per mole
HOMO level = -0.3622 Eh

For reference, the natural (NBO) charges in units of e are:
1. O -0.521
2. C 0.777
3. O -0.461
4. C 0.106
5. C -0.144
6. Cl 0.075
7. C -0.339
8. Cl 0.009
9. H 0.225
10. H 0.272


(7)
A single C4H2Cl2O2 molecule. Source: the Open Molecules 2025 dataset; level of theory: the ωB97M-V functional and the def2-TZVPD basis.

Structure (XYZ):
```
10
Properties=species:S:1:pos:R:3:forces:R:3
O -2.197870 1.256928 -0.373829 1.3 -3.1 0.5
C -1.829372 0.101345 -0.122589 -3.7 4.3 -0.6
Cl -3.071874 -1.126267 0.131660 0.2 -0.1 -0.1
C -0.508180 -0.335418 0.059405 5.7 -1.6 0.9
C 0.568868 0.569045 -0.102906 1.9 -15.8 2.6
C 2.009400 0.236171 0.074117 -3.1 -2.9 -1.1
O 2.874570 0.932211 0.335236 2.7 2.5 0.9
Cl 2.341506 -1.551771 -0.219899 -0.2 0.6 0.1
H -0.373728 -1.421443 0.426921 0.0 1.9 -1.0
H 0.186680 1.339202 -0.208115 -4.8 14.1 -2.2
```
Positions in Å, forces in eV/Å.

Values from the calculation:
total charge = 0
Kohn-Sham gap = 9.1 eV
energy = -33317.6688 eV
structure (SMILES) = O=C(Cl)/C=C/C(=O)Cl
energy relative to the best compared isomer or geometry (same formula, charge and spin) = 45.3 kcal per mole
HOMO level = -0.4129 Eh

For reference, the natural (NBO) charges in units of e are:
1. O -0.484
2. C 0.454
3. Cl -0.026
4. C -0.240
5. C -0.145
6. C 0.565
7. O -0.430
8. Cl -0.135
9. H 0.258
10. H 0.183


(8)
A single C4H2ClF2N molecule. Source: the Open Molecules 2025 dataset; level of theory: the ωB97M-V functional and the def2-TZVPD basis.

Structure (XYZ):
```
10
Properties=species:S:1:pos:R:3:forces:R:3
N -1.201146 -1.965236 -1.766138 0.3 1.1 0.8
C -0.946251 -1.052567 -1.099205 -0.4 -1.0 -0.8
C -0.592221 0.069069 -0.260194 0.0 0.0 0.1
F -1.530615 1.044673 -0.198758 0.2 -0.2 -0.1
C 0.202541 -0.148112 1.011086 0.5 -1.1 0.0
F -0.133938 0.633890 2.047269 0.0 0.1 0.1
C 0.866432 0.493609 -0.178220 0.0 0.1 0.1
Cl 1.222610 2.193000 -0.134262 0.0 -0.1 0.0
H 0.518853 -1.177771 1.310540 -0.4 1.0 -0.3
H 1.593735 -0.090555 -0.732118 -0.2 0.1 0.1
```
Positions in Å, forces in eV/Å.

Values from the calculation:
total charge = 0
Kohn-Sham gap = 11.3 eV
energy = -23625.7741 eV
structure (SMILES) = N#C[C@@]1(F)[C@H](F)[C@@H]1Cl
energy relative to the best compared isomer or geometry (same formula, charge and spin) = 8.5 kcal per mole
HOMO level = -0.4058 Eh

For reference, the natural (NBO) charges in units of e are:
1. N -0.256
2. C 0.223
3. C 0.209
4. F -0.284
5. C 0.193
6. F -0.299
7. C -0.289
8. Cl 0.049
9. H 0.202
10. H 0.252


(9)
A 2-piece molecular cluster, C4H2ClF5 overall. Source: the Open Molecules 2025 dataset; level of theory: the ωB97M-V functional and the def2-TZVPD basis.

Structure (XYZ):
```
12
Properties=species:S:1:pos:R:3:forces:R:3
C -0.624623 0.472379 -0.151371 -1.1 -0.2 -0.2
C 0.092493 1.535793 -0.263609 1.9 -1.1 0.6
C 2.851661 0.592267 0.556059 0.2 0.8 2.0
C 3.544816 -0.307735 -0.430830 0.4 -1.1 -1.3
F 2.535815 -0.042296 1.712822 0.2 0.5 -1.3
F 3.561520 1.709145 0.853285 -0.7 -1.1 -0.5
F 4.589567 -1.017075 0.055176 -0.4 0.6 0.3
F 2.676433 -1.218541 -0.911788 0.0 0.3 0.4
F 3.998774 0.392569 -1.475894 -0.1 0.2 0.4
Cl 0.334097 3.088572 -0.599369 -0.3 1.2 -0.4
H -1.684430 0.462870 -0.395446 -0.2 0.1 0.0
H -0.225115 -0.470919 0.183926 0.3 -0.1 0.1
```
Positions in Å, forces in eV/Å.

Values from the calculation:
total charge = 0
Kohn-Sham gap (alpha / beta) = 9.9 / 7.4 eV
energy = -30285.5995 eV
HOMO level (alpha / beta) = -0.3748 / -0.3104 Eh

For reference, the natural (NBO) charges in units of e are:
1. C -0.515
2. C -0.049
3. C 0.640
4. C 0.862
5. F -0.315
6. F -0.312
7. F -0.309
8. F -0.312
9. F -0.303
10. Cl 0.159
11. H 0.213
12. H 0.239


Repeat the third record exactly.
A single C4H2Cl2 molecule. Source: the Open Molecules 2025 dataset; level of theory: the ωB97M-V functional and the def2-TZVPD basis.

Structure (XYZ):
```
8
Properties=species:S:1:pos:R:3:forces:R:3
C -1.754539 0.356367 1.567111 2.0 -1.1 -1.9
C -0.965488 -0.150255 0.746618 -2.9 2.0 3.2
C 0.176808 -0.514600 0.012716 2.1 1.5 -1.9
Cl 0.438185 -2.316874 -0.057518 0.3 2.0 0.0
C 1.016304 0.471189 -0.595235 -4.3 -1.8 2.4
Cl 0.119894 2.196866 -0.640898 2.4 -2.8 -0.1
H -2.359845 0.888816 2.320965 0.6 -0.8 -1.0
H 2.033990 0.175126 -0.835151 -0.1 1.0 -0.6
```
Positions in Å, forces in eV/Å.

Values from the calculation:
total charge = 0
Kohn-Sham gap = 9.0 eV
energy = -29221.2239 eV
structure (SMILES) = C#C/C(Cl)=C\Cl
energy relative to the best compared isomer or geometry (same formula, charge and spin) = 32.9 kcal per mole
HOMO level = -0.3426 Eh

For reference, the natural (NBO) charges in units of e are:
1. C -0.139
2. C -0.097
3. C -0.097
4. Cl 0.009
5. C -0.130
6. Cl -0.049
7. H 0.257
8. H 0.245


> Look up the energy of the ninth one.

-30285.5995 eV


> What is the total charge in the seventh record?

0


> Among the records above, which one has the lowest energy?

C4H2BrIN2